[1]
{"formula": "C8H8N2OS", "method": "ωB97M-V/def2-TZVPD", "elements": ["C", "S", "C", "C", "C", "C", "C", "C", "N", "C", "N", "O", "H", "H", "H", "H", "H", "H", "H", "H"], "coordinates": [[0.2493, 3.1115, 0.0048], [1.2008, 1.5404, -0.0697], [-0.0159, 0.2816, 0.0778], [-1.3708, 0.6351, 0.2578], [-2.3677, -0.3089, 0.1827], [-2.0625, -1.6472, 0.0926], [-0.6669, -1.9970, 0.1177], [0.3216, -1.0776, 0.0157], [1.5727, -1.6394, 0.0455], [2.7167, -1.0834, -0.3227], [3.2431, -0.1067, -0.8553], [3.9459, -1.4075, -0.1751], [0.8615, 3.9155, -0.0382], [-0.3200, 3.0846, 0.9917], [-0.5128, 3.1024, -0.8118], [-1.6000, 1.6720, 0.1012], [-3.4581, 0.0663, 0.1182], [-2.8541, -2.4020, -0.0349], [-0.4458, -3.1054, 0.0982], [1.5630, -2.6345, 0.2038]], "mulliken_charge": [-1.02, 0.02, 0.81, -0.60, -0.51, -0.74, -0.57, 0.60, -0.13, 0.82, -0.47, -0.49, 0.44, 0.31, 0.31, 0.24, 0.26, 0.34, 0.18, 0.19], "homo_energy_ev": -8.166, "gap_ev": 8.81, "smiles": "CSc1ccccc1NC1=NO1"}

***

[2]
{"formula": "C5H11N2O", "method": "ωB97M-V/def2-TZVPD", "elements": ["C", "C", "N", "C", "C", "N", "C", "O", "H", "H", "H", "H", "H", "H", "H", "H", "H", "H", "H"], "coordinates": [[-1.2068, -2.6343, -0.2520], [-1.1875, -1.2676, -0.3969], [-2.3709, -0.5482, -0.1754], [0.0635, -0.3676, -0.6438], [0.2606, 0.8416, 0.2940], [0.5140, 2.1260, -0.3378], [1.5383, 0.4259, 1.0598], [2.6007, 0.8892, 0.6711], [-0.3328, -3.1552, -0.4424], [-1.7967, -3.1979, 0.4811], [-3.1438, -1.2426, -0.0186], [-2.5167, 0.1469, -0.9330], [-0.2995, 0.0731, -1.5628], [0.8575, -1.0152, -0.9434], [-0.6110, 1.0323, 0.9285], [1.4585, 2.0711, -0.8237], [0.6119, 2.8096, 0.3487], [-0.1130, 2.3558, -1.1860], [1.2698, -0.0246, 2.0092]], "mulliken_charge": [-1.03, 0.53, -0.52, -1.16, 0.16, -0.34, -0.06, -0.47, 0.33, 0.31, 0.29, 0.23, 0.28, 0.47, 0.52, 0.39, 0.32, 0.38, 0.39], "homo_energy_ev": -11.879, "total_charge": 1, "gap_ev": 8.04, "smiles": "C=C(N)C[C@H]([NH3+])C=O"}

***

[3]
{"formula": "C3H3InO2", "method": "ωB97M-V/def2-TZVPD", "elements": ["C", "C", "H", "H", "H", "O", "C", "O", "In"], "coordinates": [[0.4786, -0.3890, 0.7898], [1.6135, 0.2892, 0.8639], [2.5098, -0.1660, 1.3041], [0.1397, -1.3211, 1.2470], [1.7250, 1.2843, 0.4230], [-1.7306, -0.1911, -1.4442], [-1.4371, 0.4109, -0.4580], [-1.6870, 1.2946, 0.2652], [-1.6119, -1.2118, -2.9908]], "lowdin_spin": [0.00, 0.00, 0.00, 0.00, 0.00, 0.22, 0.02, 0.00, 0.75], "spin_multiplicity": 2, "homo_energy_ev": [-25.768, -25.774], "total_charge": 3, "gap_ev": [7.98, 7.02], "s2": 0.75}

***

Ordered ΔE to the lowest compared entry with this formula, charge and spin results: 77.3, 86.5, 0.0; unit kcal/mol.